DFT (ωB97M-V/def2-TZVPD) results for an isolated molecule of C19H26N2O4.

Structure (XYZ):
```
51
Properties=species:S:1:pos:R:3:forces:R:3:nbo_charge:R:1
C 1.95089 -1.75837 -3.40723 -6.1124 -0.5480 -5.8968 -0.565
C 1.70116 -2.65356 -2.34290 4.4377 -1.2374 3.1188 -0.384
C 1.50730 -1.98181 -0.95275 8.7810 -6.7046 -1.6432 -0.402
H 0.90808 -1.23634 -1.08338 -4.0044 4.4669 0.1826 0.193
H 2.66562 -1.60877 -0.95468 -2.8099 -0.1446 1.2512 0.209
C 1.30949 -3.14658 0.09552 -1.2732 6.2429 1.9788 -0.238
N 0.05214 -3.70793 0.01166 -10.1318 2.3913 -0.1606 -0.428
C -0.55486 -4.89573 -0.41890 4.8401 -0.7220 1.3898 0.685
O -1.71258 -5.25061 -0.52258 0.4846 1.3324 -0.0930 -0.613
C 0.66878 -5.86297 -0.46161 -2.0975 -3.9204 -3.3924 -0.769
H 1.01258 -6.09442 0.57782 0.4374 0.6867 -1.1474 0.251
H 0.05446 -6.96358 -0.75559 2.2187 3.0371 0.4929 0.239
H 1.43283 -5.56285 -1.40875 -1.8268 -1.0696 3.1500 0.248
C -1.32972 -2.69952 0.17148 8.5085 5.8917 -5.7148 -0.019
C -1.88559 -2.14878 -1.34230 1.9709 -3.9756 4.2940 -0.536
C -1.86268 -0.76561 -0.96882 -3.0739 6.4962 -7.9973 0.662
O -2.21791 0.17466 -1.84161 1.7568 -4.3616 4.6568 -0.556
N -1.34163 -0.40376 0.24071 -4.5264 7.7621 -5.9175 -0.461
C -1.09345 -1.35203 0.93041 7.0084 -12.1558 11.2057 0.664
O -0.42879 -1.46380 2.10781 -3.5733 1.3560 -5.2251 -0.638
C -1.39370 0.94801 0.60677 6.0420 2.5984 5.2080 0.068
C -0.19071 1.28221 1.39982 -3.3819 3.0983 -2.7482 -0.064
C -0.18851 2.69981 1.84467 4.6343 -6.6865 0.1986 -0.430
C -1.18332 3.46886 1.83370 -8.0831 4.7084 -2.7954 0.393
C -2.66138 3.10932 0.97015 8.7821 0.9047 5.0119 -0.160
C -2.50212 1.87792 0.64920 1.3872 -3.7493 -1.7978 -0.209
H -3.22502 1.47727 0.10751 -3.8819 -1.9152 -2.2500 0.210
H -3.41324 3.75905 1.10986 -2.6255 1.9344 -0.0873 0.223
O -1.21348 4.75319 2.20000 -1.1961 1.1862 0.6250 -0.532
C -0.11209 5.55250 2.72234 -2.9723 -0.9063 0.9552 -0.078
C 0.41651 6.38009 1.61907 2.2334 1.6284 -2.0032 -0.431
C 1.27018 5.55652 0.45421 4.2359 2.4877 5.1405 -0.592
H 0.60752 4.90019 0.09354 -2.1249 -2.3828 -2.1587 0.204
H 1.87764 6.21852 -0.22358 -1.3378 -0.5918 0.3885 0.225
H 2.14630 4.94410 1.02629 -2.1124 1.1597 -1.2356 0.186
H 1.06115 7.04525 2.26132 -0.0240 0.0128 -1.3997 0.207
H -0.29693 7.04961 0.96676 0.7861 -1.3625 1.9982 0.229
H -0.49003 6.12905 3.67123 0.2107 -0.6319 -2.1407 0.201
H 0.48881 4.81347 3.18443 1.8022 -0.3132 0.0703 0.190
H 0.75377 2.91644 2.28234 0.5491 0.8515 0.4622 0.220
H 0.82044 0.86087 1.44548 -1.0049 -0.7680 -0.1042 0.233
H -2.76659 -2.79381 -1.25722 -0.4402 0.9837 -1.2222 0.293
H -1.13352 -2.47868 -2.08838 -0.8736 0.5402 0.1933 0.267
H -1.90143 -3.29096 0.58587 -5.9865 -5.5021 4.1893 0.186
H 1.81789 -4.02974 0.05011 3.4021 -1.2224 -0.0286 0.232
H 1.32278 -2.42911 1.07674 0.3697 -2.7623 -1.3653 0.247
H 2.64461 -3.42556 -2.35802 -2.0546 1.5886 0.6464 0.174
H 0.92863 -3.22603 -2.56590 -3.7736 -2.8238 -0.9876 0.180
H 0.95529 -1.05127 -3.58013 2.5570 -1.3695 0.3820 0.187
H 1.96000 -2.43667 -4.42126 0.3010 1.9498 2.1345 0.205
H 2.76441 -1.19809 -3.34124 3.5664 2.5310 0.1879 0.195
```
Positions in Å, forces in eV/Å.

SMILES: CCCCN(C(C)=O)[C@@H]1CC(=O)N(c2ccc(OCCC)cc2)C1=O
E: -1149.578423 Ha
ΔE to the lowest compared entry with this formula, charge and spin: 1479.2 kJ/mol
LUMO: 0.070 eV
HOMO energy: -8.377 eV
net charge: 0

=====

DFT (ωB97M-V/def2-TZVPD) results for an isolated molecule of C19H26N2O5S.

Structure (XYZ):
```
53
Properties=species:S:1:pos:R:3:forces:R:3:nbo_charge:R:1
C -0.99848 -1.97953 -3.79518 -0.2337 -0.1075 0.0603 -0.625
C -0.37852 -1.67572 -2.44890 -0.3523 -0.0065 0.5645 -0.424
C 0.08390 -0.23954 -2.29791 0.1289 -0.0880 0.1655 -0.527
H -0.80714 0.38416 -2.27158 0.0957 0.1420 -0.1373 0.249
C 0.91500 -0.09542 -1.02732 0.2112 0.1237 -0.1824 0.701
O 1.55389 -1.04800 -0.60278 0.2146 -0.1755 -0.1955 -0.665
N 0.92479 1.10045 -0.40425 0.0845 0.1279 0.1608 -0.434
C 1.60126 1.18246 0.87464 0.1887 -0.1742 0.0904 -0.423
H 2.50778 1.78484 0.80222 -0.0067 0.0234 0.0721 0.198
H 1.87445 0.17152 1.17087 -0.0129 0.1378 0.0315 0.251
H 0.93768 1.60818 1.62611 -0.0145 0.0778 0.0501 0.194
C 0.21612 2.28249 -0.87920 -0.2598 0.1511 0.1677 -0.031
C 0.98354 3.57385 -0.58146 -0.0419 -0.0659 -0.4189 -0.399
C 0.24356 4.76022 -1.19596 -0.0144 0.0438 0.3250 -0.396
C -1.16730 4.86024 -0.62404 -0.0467 -0.0317 -0.3425 -0.397
C -1.93792 3.56818 -0.87769 0.0282 0.0829 0.3551 -0.396
C -1.19793 2.36955 -0.28955 -0.0162 0.0278 -0.4363 -0.427
H -1.75079 1.45314 -0.50504 0.0528 -0.0384 0.0576 0.237
H -1.13083 2.47959 0.79476 0.0355 -0.0378 0.1217 0.195
H -2.93378 3.63395 -0.43716 -0.0616 -0.0200 -0.0833 0.214
H -2.06063 3.42423 -1.95337 -0.0620 -0.0169 -0.0846 0.195
H -1.69317 5.70166 -1.07839 -0.0190 0.0602 0.0729 0.210
H -1.10924 5.04397 0.45108 -0.0175 0.0538 0.0768 0.193
H 0.79513 5.67970 -0.99157 0.0297 0.0085 -0.0850 0.212
H 0.18899 4.63779 -2.27995 0.0276 0.0353 -0.0849 0.194
H 1.06243 3.73094 0.49435 0.0603 -0.0381 0.0885 0.201
H 1.99155 3.50728 -0.99553 0.0734 -0.0321 0.0748 0.212
H 0.13979 2.20935 -1.96774 -0.0169 0.0153 0.0615 0.203
H 0.70282 0.04777 -3.15319 -0.0390 -0.0109 0.0040 0.242
H 0.41559 -2.37482 -2.19152 0.0141 0.0048 0.0299 0.256
S -1.70554 -1.93268 -1.19412 -0.1202 -0.3105 0.3131 2.160
O -2.34952 -3.19067 -1.46949 0.2799 -0.2768 -0.0851 -0.944
O -2.53671 -0.75137 -1.18006 0.1439 0.2600 0.0618 -0.968
C -0.91049 -2.06616 0.41157 -0.2002 0.0438 -0.5673 -0.315
C -1.11242 -1.09180 1.36742 -0.1213 0.0893 -0.1272 -0.190
C -0.46415 -1.18593 2.58670 0.1829 -0.2711 0.0609 -0.248
C 0.39327 -2.24902 2.83490 -0.2720 0.0452 -0.2917 0.277
C 0.59945 -3.22638 1.85047 -0.2699 0.3371 0.0478 0.151
C -0.06980 -3.13734 0.64142 0.0013 -0.0464 0.3223 -0.197
H 0.07081 -3.88531 -0.12218 0.0936 -0.1679 -0.0882 0.230
N 1.51908 -4.24149 2.10412 0.0552 -0.1535 -0.4412 -0.610
C 2.09965 -4.44149 3.31286 -0.0189 0.1758 0.1441 0.653
O 2.95013 -5.27713 3.50605 0.0783 -0.0967 0.1866 -0.579
C 1.52831 -3.56713 4.42420 0.0852 -0.3945 0.3859 -0.165
H 2.30158 -3.38799 5.17412 -0.0953 -0.1247 -0.1878 0.227
O 1.05519 -2.29616 4.02218 0.0386 0.2133 -0.3101 -0.474
H 0.71135 -4.13730 4.89644 0.1350 0.0800 -0.0734 0.199
H 1.81151 -4.82810 1.33341 0.0776 0.0241 0.1920 0.419
H -0.59800 -0.44187 3.35508 -0.0466 0.0812 0.1091 0.232
H -1.78294 -0.27751 1.14866 -0.0636 0.1563 0.0170 0.245
H -1.79805 -1.27034 -3.99968 -0.0697 0.0520 -0.1438 0.220
H -1.42805 -2.97803 -3.77864 -0.0120 -0.0433 -0.1382 0.244
H -0.25724 -1.92127 -4.59013 0.0884 0.0548 0.0336 0.221
```
Positions in Å, forces in eV/Å.

SMILES: C[C@@H](CC(=O)N(C)C1CCCCC1)S(=O)(=O)c1ccc2c(c1)NC(=O)CO2
E: -1623.544513 Ha
ΔE to the lowest compared entry with this formula, charge and spin: 58.5 kJ/mol
LUMO: 0.623 eV
HOMO energy: -8.720 eV
net charge: 0